Molecular formula: C8H30N10O7
Method: DFT, ωB97M-V/def2-TZVPD

**Electronic energy**: -38021.5179 eV
**HOMO-LUMO gap**: 0.362 Eh
**F_max**: 4.23 eV Å⁻¹
**SMILES**: NC(N)=O.NC(N)=O.NC(N)=O.NC(N)=O.NC(N)=O.CC(C)O.O

Each line ends with the Löwdin charge.
Positions of all 55 atoms, in Å:
C 10.282 -10.914 -7.667  -0.04
C 9.081 -11.851 -7.929  -0.51
C 9.092 -12.507 -9.261  -0.04
O 8.997 -12.750 -6.829  -0.10
H 11.082 -11.475 -7.201  0.07
H 10.007 -10.145 -6.893  0.09
H 10.656 -10.442 -8.563  0.07
H 8.212 -11.156 -7.833  0.11
H 8.315 -13.192 -9.386  0.04
H 9.988 -13.115 -9.268  0.09
H 9.142 -11.761 -9.988  0.07
H 8.260 -13.407 -7.114  0.08
C 8.038 -15.058 -3.245  -0.64
O 7.069 -15.114 -2.507  -0.02
N 9.322 -15.014 -2.792  0.15
N 7.931 -15.072 -4.643  0.18
H 9.505 -15.129 -1.772  0.13
H 10.079 -15.173 -3.447  0.07
H 8.816 -14.995 -5.099  0.05
H 7.112 -14.936 -5.190  0.04
C 6.524 -9.276 -4.711  -0.71
O 6.256 -8.981 -5.867  -0.01
N 6.220 -8.576 -3.646  0.18
N 7.082 -10.481 -4.473  0.16
H 5.818 -7.623 -3.560  0.15
H 6.629 -8.792 -2.787  0.08
H 7.063 -10.946 -3.558  0.12
H 7.074 -11.107 -5.334  0.13
C 5.581 -10.335 -8.942  -0.61
O 5.179 -10.868 -9.985  -0.01
N 6.381 -9.191 -8.975  0.16
N 5.350 -10.922 -7.651  0.12
H 6.698 -8.927 -9.897  0.11
H 6.822 -8.918 -8.104  0.07
H 4.410 -11.368 -7.547  0.13
H 5.517 -10.207 -6.954  0.02
C 5.966 -14.676 -8.193  -0.62
O 6.873 -14.623 -7.344  -0.02
N 5.185 -15.751 -8.306  0.20
N 5.807 -13.666 -9.076  0.18
H 4.758 -15.980 -9.156  0.09
H 5.259 -16.477 -7.648  0.08
H 5.968 -12.650 -8.952  0.07
H 5.230 -13.818 -9.838  0.07
C 5.006 -16.948 -4.436  -0.70
O 4.577 -17.511 -5.442  0.00
N 5.465 -17.639 -3.396  0.17
N 4.798 -15.625 -4.129  0.15
H 5.840 -18.554 -3.588  0.11
H 5.797 -17.208 -2.564  0.08
H 5.441 -15.036 -3.557  0.08
H 4.418 -15.142 -4.891  0.07
O 10.991 -14.385 -5.265  -0.01
H 10.553 -13.868 -5.926  0.00
H 11.230 -15.119 -5.756  0.01

---

Molecular formula: C6H10IN2OS
Method: DFT, ωB97M-V/def2-TZVPD

**Electronic energy**: -30335.5379 eV
**HOMO-LUMO gap (spin up / spin down)**: 0.234 / 0.270 Eh
**F_max**: 3.76 eV Å⁻¹
**Charge**: +1

Each line ends with the Löwdin charge.
Positions of all 21 atoms, in Å:
C 0.780 -4.006 -1.181  0.16
C 0.583 -2.815 -1.223  -0.24
C -1.933 1.489 -0.267  -0.56
C -1.581 2.972 -0.375  0.00
C 0.333 -1.429 -1.171  -0.33
C 2.158 -0.910 0.609  -0.69
N -0.915 0.712 -0.346  -0.26
N 1.537 -0.221 1.755  0.01
O -3.193 1.121 -0.045  0.08
S -1.140 -0.964 -0.229  0.97
I 3.828 0.185 -0.114  0.81
H 0.560 -5.076 -1.351  0.08
H -0.589 3.100 -0.719  0.06
H -1.694 3.468 0.656  0.12
H -2.299 3.376 -1.111  0.09
H 0.805 -0.739 -1.797  0.05
H 2.451 -1.975 0.848  0.05
H 0.519 -0.282 1.827  0.10
H 1.896 -0.615 2.679  0.19
H 1.693 0.787 1.978  0.15
H -3.799 1.823 -0.423  0.16

---

Molecular formula: C5H8N2
Method: DFT, ωB97M-V/def2-TZVPD

**Electronic energy**: -8293.4229 eV
**HOMO-LUMO gap**: 0.398 Eh
**F_max**: 1.13 eV Å⁻¹
**SMILES**: C[C@H]1[C@@H](C#N)N1C

Each line ends with the Löwdin charge.
Positions of all 15 atoms, in Å:
C 0.297 1.837 0.244  -0.05
C -0.267 0.545 -0.283  -0.31
C 0.611 -0.594 -0.695  -0.24
C 2.048 -0.398 -0.617  -0.17
N 3.175 -0.139 -0.578  0.15
N -0.129 -0.620 0.558  -0.09
C -1.283 -1.501 0.621  -0.09
H 1.190 1.637 0.842  0.08
H 0.566 2.518 -0.570  0.08
H -0.443 2.329 0.884  0.08
H -1.189 0.616 -0.865  0.14
H 0.280 -1.234 -1.513  0.14
H -1.850 -1.543 -0.324  0.08
H -1.947 -1.118 1.403  0.09
H -0.972 -2.512 0.895  0.09

---

Molecular formula: C8H18N2S2
Method: DFT, ωB97M-V/def2-TZVPD

**Electronic energy**: -33234.6082 eV
**HOMO-LUMO gap**: 0.280 Eh
**F_max**: 4.18 eV Å⁻¹

Each line ends with the Löwdin charge.
Positions of all 30 atoms, in Å:
C 3.622 -0.829 1.761  -0.17
C -4.499 0.796 0.287  -0.09
C 2.090 0.152 -1.690  -0.11
C -2.331 -1.225 -0.627  -0.14
C 3.105 -0.893 0.300  -0.26
C -2.973 0.802 0.602  -0.24
C 2.210 0.260 -0.175  -0.90
C -2.265 0.244 -0.587  -0.82
N 0.848 0.150 0.335  -0.24
N 0.440 -0.485 1.274  0.12
S 2.792 1.846 0.354  0.81
S -1.431 1.056 -1.752  0.73
H 4.668 -0.341 1.810  0.09
H 3.078 -0.311 2.613  0.07
H 3.531 -1.877 2.192  0.08
H -4.943 -0.165 0.055  0.06
H -4.798 1.322 -0.594  0.07
H -5.225 1.154 1.001  0.07
H 1.468 1.089 -2.087  0.08
H 2.969 0.046 -2.307  0.08
H 1.534 -0.659 -1.969  0.04
H -3.151 -1.573 -0.036  0.06
H -1.385 -1.675 -0.367  0.07
H -2.574 -1.473 -1.732  0.11
H 2.407 -1.793 0.328  0.12
H 3.999 -1.112 -0.317  0.12
H -2.752 0.251 1.492  0.11
H -2.712 1.849 0.647  0.10
H 2.116 2.601 -0.652  -0.07
H 0.159 0.790 -0.159  0.03

---

Molecular formula: C4H13N2O
Method: DFT, ωB97M-V/def2-TZVPD

**Electronic energy**: -9380.0248 eV
**HOMO-LUMO gap**: 0.347 Eh
**F_max**: 1.53 eV Å⁻¹
**Charge**: +1

Each line ends with the Löwdin charge.
Positions of all 20 atoms, in Å:
C 0.123 1.469 -0.036  -0.12
C -0.427 0.340 -0.904  -0.14
C -1.451 -0.532 -0.219  -0.42
C -2.366 -0.072 0.629  0.07
N -1.353 -1.899 -0.596  0.07
N 1.034 0.842 1.012  0.18
H 0.805 2.013 -0.684  0.13
H -0.605 2.031 0.534  0.12
H 0.395 -0.320 -1.177  0.11
H -0.853 0.777 -1.807  0.14
H -2.370 0.987 0.832  0.06
H -3.134 -0.654 1.103  0.07
H 3.966 -0.326 -0.429  0.08
H -1.827 -2.074 -1.476  0.10
H -1.896 -2.452 0.073  0.09
H 0.525 0.371 1.759  0.16
H 1.672 0.138 0.567  0.10
H 1.664 1.530 1.423  0.17
H 3.021 -1.554 -0.408  0.08
O 3.078 -0.615 -0.195  -0.03

---

Molecular formula: C21H24BrNO4S
Method: DFT, ωB97M-V/def2-TZVPD

**Electronic energy**: -112724.3750 eV
**HOMO-LUMO gap**: 0.340 Eh
**F_max**: 0.82 eV Å⁻¹
**SMILES**: CCCOc1ccccc1C(=O)N(Cc1cccc(Br)c1)[C@H]1CCS(=O)(=O)C1

Each line ends with the Löwdin charge.
Positions of all 52 atoms, in Å:
C -0.878 2.536 3.140  -0.09
C 0.393 1.730 2.915  -0.21
C 0.100 0.440 2.156  -0.20
O 1.336 -0.201 1.915  -0.02
C 1.409 -1.365 1.223  -0.22
C 2.684 -1.945 1.231  -0.02
C 2.948 -3.108 0.544  -0.07
C 1.935 -3.737 -0.167  -0.08
C 0.676 -3.174 -0.185  -0.04
C 0.394 -1.984 0.488  -0.08
C -1.029 -1.524 0.420  -0.42
O -1.818 -1.746 1.321  0.08
N -1.408 -0.917 -0.741  0.01
C -0.457 -0.627 -1.807  -0.08
C 0.502 0.473 -1.423  -0.19
C 1.854 0.199 -1.276  -0.09
C 2.708 1.193 -0.836  -0.66
C 2.249 2.467 -0.553  -0.12
C 0.905 2.746 -0.732  -0.07
C 0.037 1.758 -1.164  -0.04
H -1.009 1.987 -1.302  0.11
H 0.534 3.738 -0.528  0.11
H 2.930 3.227 -0.202  0.10
Br 4.548 0.783 -0.602  0.76
H 2.239 -0.787 -1.491  0.11
H -1.025 -0.331 -2.692  0.14
H 0.105 -1.533 -2.051  0.12
C -2.782 -0.458 -0.884  -0.32
C -3.264 0.486 0.206  -0.16
H -2.803 1.467 0.186  0.10
H -3.208 0.039 1.193  0.11
S -5.008 0.644 -0.291  0.68
O -5.880 0.803 0.836  -0.31
O -5.082 1.635 -1.331  -0.32
C -5.173 -1.016 -1.050  -0.19
C -3.792 -1.621 -0.898  -0.16
H -3.707 -2.157 0.048  0.12
H -3.561 -2.313 -1.710  0.13
H -5.949 -1.560 -0.524  0.10
H -5.456 -0.854 -2.086  0.10
H -2.858 0.077 -1.837  0.15
H -0.126 -3.661 -0.723  0.13
H 2.125 -4.657 -0.697  0.10
H 3.941 -3.529 0.565  0.11
H 3.455 -1.443 1.793  0.12
H -0.560 -0.210 2.743  0.14
H -0.396 0.680 1.208  0.10
H 1.113 2.313 2.338  0.10
H 0.855 1.478 3.870  0.12
H -1.610 1.951 3.691  0.08
H -1.321 2.829 2.190  0.06
H -0.658 3.436 3.708  0.07